{"formula": "C2H8NO2", "method": "the ωB97M-V functional and the def2-TZVPD basis", "species": ["C", "O", "H", "H", "H", "N", "C", "O", "H", "H", "H", "H", "H"], "coordinates": [[-2.439, -0.438, -0.039], [-1.475, 0.382, -0.578], [-2.575, -0.261, 1.044], [-2.214, -1.521, -0.171], [-3.420, -0.258, -0.522], [2.576, 0.645, -0.381], [1.480, -0.240, 0.085], [0.506, 0.429, 0.803], [2.950, 1.053, 0.475], [2.103, 1.454, -0.782], [1.983, -0.978, 0.735], [1.024, -0.667, -0.817], [-0.501, 0.399, 0.150]], "relative_energy_kj_mol": 37.5, "total_charge": -1, "gap_ev": 8.255, "e_tot_ha": -286.23296, "multiplicity": 1}